Record 1
Here is a cluster of 10 separate species, C10H40O10 in total from OMol25. Energies are from the ωB97M-V functional and the def2-TZVPD basis.

Structure (XYZ):
```
60
Properties=species:S:1:pos:R:3:forces:R:3
C -0.348 0.456 -1.032 -0.694 -0.433 1.152
O 0.036 1.125 0.254 -0.537 -0.793 -2.329
H -0.127 0.963 -1.971 0.627 0.375 0.495
H 0.006 -0.574 -1.051 0.817 0.155 -0.140
H -1.422 0.270 -1.069 -0.408 0.594 0.320
H 0.299 0.376 0.793 0.346 0.106 0.484
C -2.347 -3.108 0.334 1.033 -0.310 0.919
O -2.701 -3.205 1.729 -0.679 -0.706 -2.252
H -2.665 -3.957 -0.271 -0.854 0.183 0.306
H -2.715 -2.132 0.017 -0.595 0.256 -0.331
H -1.263 -3.030 0.246 0.123 0.116 0.195
H -1.893 -2.942 2.177 1.405 1.084 1.530
C 0.463 4.915 -0.254 -0.708 -1.308 0.356
O -0.521 4.078 0.348 -0.809 0.260 0.309
H 0.647 4.597 -1.280 0.035 0.278 -0.219
H -0.014 5.894 -0.204 0.709 0.128 -0.115
H 1.388 4.793 0.310 0.228 0.660 -0.022
H -0.358 3.132 0.329 0.582 -0.140 -0.262
C 3.038 2.053 1.611 -0.718 0.591 -0.740
O 3.712 1.027 2.353 0.165 1.039 -0.669
H 2.216 2.532 2.142 0.243 0.080 0.614
H 3.642 2.835 1.151 0.579 -0.169 0.439
H 2.500 1.618 0.769 0.326 -0.546 -0.030
H 4.152 1.400 3.119 -0.048 0.068 0.112
C 0.399 1.729 4.371 0.432 -0.683 0.673
O 1.009 0.868 5.392 -0.564 0.823 -1.014
H 0.801 2.737 4.465 -0.117 0.027 -0.187
H 0.630 1.327 3.384 0.122 -0.044 0.113
H -0.686 1.746 4.480 -0.048 0.105 0.084
H 1.158 1.468 6.126 0.097 -0.246 0.293
C -0.228 2.680 -4.978 -1.092 -1.828 -0.653
O 0.043 1.258 -4.855 0.933 0.089 0.977
H -0.460 2.867 -6.026 0.230 0.573 0.083
H -1.147 2.802 -4.403 0.091 0.736 0.093
H 0.595 3.283 -4.596 -0.029 -0.285 -0.112
H -0.240 0.684 -5.570 -0.148 0.723 -0.334
C -2.470 -0.796 -3.764 0.748 0.244 -0.046
O -3.265 -1.674 -4.532 0.213 -0.409 0.036
H -2.595 0.222 -4.131 -0.483 0.198 0.605
H -2.587 -0.959 -2.693 -0.575 0.521 0.129
H -1.394 -0.935 -3.869 0.131 -0.631 -0.543
H -3.913 -2.085 -3.955 -0.047 0.068 -0.162
C 2.604 -1.657 1.338 0.212 -0.088 -0.400
O 1.909 -0.685 2.077 -2.035 -1.000 0.250
H 2.203 -2.651 1.538 -0.089 0.014 0.125
H 2.474 -1.441 0.278 0.314 -0.214 -0.240
H 3.660 -1.657 1.612 0.052 -0.050 -0.156
H 2.463 0.098 2.125 0.515 0.095 0.651
C -0.894 -1.803 4.455 -1.308 -0.511 1.544
O -0.716 -1.805 3.074 -0.507 -0.862 -0.899
H -1.781 -2.395 4.678 -0.145 -0.140 -0.201
H -0.104 -2.269 5.044 0.484 0.324 -0.354
H -1.147 -0.823 4.859 0.500 0.341 -0.137
H 0.175 -1.524 2.855 0.945 0.600 -0.323
C -0.413 -3.631 -3.560 0.296 -0.875 -0.435
O 0.147 -3.080 -2.350 -0.785 0.661 -0.527
H -1.493 -3.779 -3.535 -0.062 -0.345 0.553
H -0.335 -3.082 -4.498 0.769 0.896 0.582
H 0.152 -4.549 -3.723 -0.515 -0.338 -0.260
H -0.276 -3.603 -1.664 0.300 -0.055 0.072
```
Forces are in eV/Å.

Results
Energy   -1156.80694 a.u.
Strongest force on any atom   0.0490 hartree/bohr
E_HOMO (spin up / spin down)   -0.443 / -0.434 hartree
Total charge   +1
Spin multiplicity   2
Kohn-Sham gap (spin up / spin down)   9.22 / 1.91 eV

***

Record 2
Here is a structure of composition C10H4ClNO5Sm from OMol25. Energies are from the ωB97M-V functional and the def2-TZVPD basis.

Structure (XYZ):
```
22
Properties=species:S:1:pos:R:3:forces:R:3
O 0.002 -0.008 -5.870 -0.003 -0.026 3.552
C 0.001 -0.017 -4.728 0.007 0.024 -3.115
Sm -0.003 -0.087 -1.296 0.006 0.081 -0.461
O 2.286 -2.909 -2.001 -3.835 4.725 0.718
C 1.559 -2.014 -1.854 4.608 -5.651 -1.032
C -1.508 1.911 -1.808 -4.053 5.347 -0.862
O -2.206 2.825 -1.936 3.387 -4.446 0.568
C -1.988 -1.587 -1.848 -4.798 -3.632 -0.756
O -2.900 -2.273 -1.993 3.908 2.949 0.544
C 1.932 1.500 -1.806 5.028 4.070 -0.768
O 2.826 2.221 -1.935 -4.198 -3.387 0.546
Cl 0.152 2.688 3.765 -0.023 -0.484 -0.153
C 0.067 1.197 2.927 0.050 0.850 -0.129
C -0.006 -0.026 3.602 -0.016 -0.293 -0.094
C -0.076 -1.237 2.910 -0.003 -0.266 -0.250
C -0.071 -1.193 1.528 0.065 0.889 0.240
N 0.001 0.006 0.887 -0.040 0.135 0.354
C 0.071 1.205 1.539 -0.116 -1.502 0.536
H -0.008 -0.018 4.680 -0.004 -0.029 0.227
H -0.133 -2.208 3.408 0.022 0.437 0.033
H -0.123 -2.079 0.890 -0.009 -0.061 0.239
H 0.126 2.104 0.942 0.017 0.271 0.064
```
Forces are in eV/Å.

Results
Energy   -1931.40554 a.u.
Strongest force on any atom   0.1432 hartree/bohr
E_HOMO (spin up / spin down)   -0.729 / -0.729 hartree
Total charge   +3
Spin multiplicity   6
Kohn-Sham gap (spin up / spin down)   5.52 / 6.17 eV

***

Record 3
Here is the ion C10H4F3N6O8S with charge -1 from OMol25. Energies are from the ωB97M-V functional and the def2-TZVPD basis.

Structure (XYZ):
```
32
Properties=species:S:1:pos:R:3:forces:R:3
O 2.863 -1.627 -0.113 0.865 0.567 -0.725
S 2.513 -0.364 -0.726 -1.818 -0.521 1.770
O 2.886 0.914 -0.162 0.450 -0.392 -0.490
C 3.318 -0.417 -2.460 -0.608 0.098 -0.138
F 4.661 -0.454 -2.396 -1.015 0.021 0.129
F 2.879 -1.504 -3.129 0.380 0.760 0.397
F 2.942 0.695 -3.129 0.336 -0.724 0.252
C 0.733 -0.381 -0.756 0.430 0.402 -0.371
C -0.050 0.828 -0.232 2.194 1.478 -1.122
C -1.306 0.844 -1.108 -0.347 2.038 0.578
N -2.071 1.919 -1.521 -0.327 -3.028 1.467
O -2.034 3.127 -1.410 0.139 -0.379 -0.233
O -3.309 1.283 -2.008 0.552 1.377 0.110
N -3.244 -0.081 -1.967 3.600 0.271 0.308
C -1.946 -0.322 -1.562 -3.758 -0.781 0.013
C -1.286 -1.581 -1.509 1.318 -0.615 0.588
N -1.907 -2.882 -1.657 0.070 -1.050 -0.073
O -3.133 -3.048 -1.488 1.895 0.834 -0.400
O -1.132 -3.841 -1.912 -1.191 1.336 0.365
C 0.113 -1.522 -1.238 -1.258 -0.334 0.291
H 0.568 1.762 -0.413 -0.814 -1.011 -0.230
H 0.666 -2.458 -1.314 0.036 0.319 -0.271
N -0.031 0.957 1.343 -1.208 -0.438 -0.154
C 0.551 2.005 2.034 0.112 0.693 1.607
N 0.366 1.933 3.363 0.197 -0.085 -2.131
C -0.366 0.805 3.552 0.424 0.120 -2.728
N -0.742 0.463 4.880 -0.670 -0.706 2.346
O -1.383 -0.598 5.081 1.095 1.782 -0.689
O -0.409 1.247 5.790 -0.645 -1.459 -1.609
C -0.628 0.172 2.307 -0.019 0.410 2.076
H 1.123 2.870 1.631 -0.637 -1.185 -0.217
H -1.202 -0.742 2.226 0.218 0.199 -0.718
```
Forces are in eV/Å.

Results
Energy   -2011.42099 a.u.
Strongest force on any atom   0.0746 hartree/bohr
E_HOMO   -0.204 hartree
Total charge   -1
Kohn-Sham gap   7.40 eV

***

> Among the records above, which one has the highest energy?

C10H40O10